DFT (ωB97M-V/def2-TZVPD) results for one molecule with the formula C6H8.

```
14
Properties=species:S:1:pos:R:3:lowdin_charge:R:1
C 2.04 -1.70 0.22 0.0017
C 1.55 -0.49 0.26 -0.1141
C 0.93 0.64 0.46 -0.0899
C -0.33 1.03 -0.24 -0.3058
C -1.68 0.72 0.36 -0.1198
C -1.23 0.02 -0.89 -0.1242
H 2.81 -2.02 -0.48 0.0558
H 1.63 -2.39 0.94 0.0610
H 1.36 1.34 1.17 0.1115
H -0.25 1.99 -0.74 0.1298
H -2.45 1.48 0.29 0.0947
H -1.70 0.13 1.28 0.1031
H -0.97 -1.03 -0.82 0.0982
H -1.70 0.31 -1.83 0.0979
```

For the HOMO energy, the calculation gives -9.24 eV. The multiplicity is 1. As for the total charge: 0. As for the SMILES: C=C=CC1CC1. Its calculated total energy is -233.3244 hartree. The frontier orbital gap comes out at 10.38 eV. As for the lowest unoccupied orbital energy: 0.0417 Ha.